54
Properties=species:S:1:pos:R:3 method="wB97M-V/def2-TZVPD" gap_ev=7.25 lumo_ev=-2.71 homo_ev=-9.957 energy_ev=-64523.2698 charge=+1 de_lowest_kcal_mol=8.4
Y 0.130 0.120 -0.264
S -1.844 1.988 -4.006
S -0.912 -0.671 -2.758
S -2.189 4.929 -3.424
N 0.211 -4.153 -1.264
N 1.912 -2.628 -1.571
N 3.901 -1.646 -2.088
N 0.255 -2.185 0.014
N -1.384 2.999 -1.720
N -1.031 1.667 -1.612
N 2.235 -0.322 -1.159
N 0.051 0.294 1.809
C 2.665 -1.474 -1.575
C -2.397 4.513 -0.084
C -1.155 -4.504 -0.885
C 2.526 0.248 2.243
C 0.881 -5.073 -2.179
C 1.107 -0.052 2.631
C -2.444 0.086 1.777
C -1.313 3.765 -0.520
C -1.107 -0.139 2.430
C 0.735 -2.968 -0.905
C -0.788 -0.736 3.624
C -1.813 3.419 -2.942
C -2.310 5.187 1.124
C 0.625 -0.676 3.753
C -1.245 0.997 -2.719
C -0.084 4.350 1.460
C -1.161 5.106 1.897
C -0.156 3.687 0.246
H 1.208 -1.043 4.584
H -3.180 0.407 2.512
H 0.879 -4.701 -3.208
H -1.647 -4.958 -1.743
H 0.815 4.280 2.058
H -2.380 0.877 1.020
H 2.979 -0.583 1.692
H -2.833 -0.822 1.304
H -1.173 -5.208 -0.052
H -0.472 -2.630 0.558
H 2.265 -3.347 -2.178
H -1.722 -3.614 -0.622
H 4.256 -2.537 -2.385
H 2.585 1.148 1.620
H -1.480 -1.150 4.342
H 4.517 -0.858 -2.181
H 0.706 3.146 -0.131
H -1.106 5.637 2.837
H -3.299 4.561 -0.676
H 2.953 0.384 -1.263
H -3.154 5.770 1.468
H 0.350 -6.019 -2.164
H 3.132 0.419 3.131
H 1.902 -5.286 -1.853